1.
A molecular structure, C31H70B2InN4O7P at a distorted geometry. Source: the OMol25 dataset; level of theory: ωB97M-V with the def2-TZVPD basis set.

Structure (XYZ):
```
116
Properties=species:S:1:pos:R:3:forces:R:3
C 3.176236 0.772628 5.239688 -0.1 0.1 0.3
C 1.946591 1.681792 4.965152 0.1 -0.4 0.1
O 0.869020 1.303424 5.778257 0.1 0.1 -0.6
In -0.900971 2.073907 4.909057 0.1 0.9 0.5
B -0.304564 4.122291 4.009496 0.4 0.0 0.6
C -0.069922 4.386812 2.441663 0.3 1.5 0.8
O -0.184626 5.186408 4.954941 -0.6 -1.1 -1.2
B -2.501218 2.571710 6.499105 0.5 -0.4 0.3
N -3.731548 3.263739 5.981506 0.6 -0.3 0.5
O -2.333882 2.280533 7.881479 -0.4 0.1 -1.4
P -1.960717 0.504322 3.214357 -0.7 -1.1 -0.6
C -0.638243 -0.600680 2.403785 -0.4 1.0 0.1
O -2.589171 1.389262 1.853598 1.3 0.3 0.3
H 3.761937 1.203703 6.070818 -0.1 -0.2 -0.3
H 2.831556 -0.219303 5.575926 0.0 0.3 -0.2
H 3.827633 0.626916 4.362020 -0.1 0.2 0.2
H 1.684817 1.636425 3.882257 0.2 -0.1 0.2
H 2.225976 2.742562 5.155043 0.0 -0.2 -0.1
H -1.012367 4.324543 1.878596 0.4 -0.3 0.0
H 0.326955 5.430759 2.337809 -0.3 -0.4 -0.2
H 0.717758 3.735432 2.033363 -0.5 -0.1 0.1
H -0.378442 6.026134 4.526209 0.4 0.4 -0.1
H -4.529827 2.639208 5.929609 -0.2 0.2 -0.1
H -3.949036 4.097200 6.520999 -0.3 -0.2 0.2
H -3.203752 2.006241 8.192214 -0.3 0.4 0.5
H 0.346042 -0.180896 2.655771 -0.1 -0.6 -0.2
H -0.781149 -1.629130 2.755067 0.3 0.3 -0.1
H -0.776248 -0.564188 1.310006 0.0 0.0 0.4
H -3.523641 1.235001 1.827804 -0.6 -0.3 0.1
C 2.860612 -6.254051 0.733774 0.0 -0.4 0.2
C 2.485343 -4.779917 1.049465 0.7 -1.3 -1.5
C 3.748677 -3.930547 1.277121 0.1 0.3 0.4
C 4.397091 -4.124007 2.641433 0.0 0.0 0.0
C 3.362009 -3.929311 3.742427 0.2 0.3 -0.3
C 2.146755 -4.847511 3.566055 0.4 -1.4 1.6
N 1.551743 -4.744587 2.205260 0.3 2.8 0.1
O 0.878708 -3.626302 2.149838 -0.5 -0.7 -0.1
C 2.576729 -6.297977 3.866813 0.2 -0.2 -0.2
C 1.113785 -4.522171 4.653979 -0.3 0.4 -0.3
C 1.834503 -4.259959 -0.241366 -0.5 0.4 0.2
H 2.483890 -6.960466 1.470197 0.1 0.1 0.1
H 2.423360 -6.586191 -0.209158 0.1 0.2 -0.1
H 3.940932 -6.394069 0.659054 0.0 0.0 0.0
H 3.494431 -2.870585 1.173296 -0.2 -0.1 0.0
H 4.479634 -4.142173 0.492261 -0.2 -0.1 -0.1
H 4.864158 -5.111478 2.709773 0.0 0.0 0.0
H 5.202900 -3.396335 2.767950 0.0 0.0 0.0
H 3.823409 -4.109712 4.716802 -0.2 -0.1 0.0
H 3.040615 -2.882904 3.748055 -0.1 -0.1 -0.1
H 1.753485 -6.994663 3.693031 0.0 0.1 0.0
H 2.870000 -6.395522 4.913267 -0.1 0.2 0.0
H 3.435147 -6.628784 3.282927 -0.1 0.0 0.0
H 0.811305 -3.475499 4.641025 0.0 -0.1 -0.1
H 1.533558 -4.717298 5.641744 0.2 -0.1 -0.1
H 0.220503 -5.140318 4.542730 0.0 0.0 -0.1
H 0.891862 -4.774330 -0.441336 0.0 0.0 0.1
H 2.496679 -4.434159 -1.092095 0.1 -0.2 0.2
H 1.635843 -3.188501 -0.207628 -0.1 -0.1 0.1
C -3.067967 5.854140 0.533117 0.2 0.4 -0.2
C -4.461936 5.211662 0.299187 1.9 -0.3 1.0
C -4.386195 4.103598 -0.765416 -0.3 0.0 -0.5
C -4.311657 4.615234 -2.198233 0.0 0.0 0.0
C -5.446591 5.596696 -2.464543 0.1 -0.4 0.1
C -5.460933 6.754083 -1.458686 0.8 1.5 -1.2
N -5.443186 6.277900 -0.049264 -2.0 -2.1 -0.7
O -6.643502 5.847720 0.239886 0.2 0.7 0.4
C -4.252371 7.668550 -1.743294 0.3 -0.1 0.0
C -6.682152 7.642122 -1.734519 -0.4 -0.2 0.4
C -4.789457 4.513533 1.628383 -0.7 0.1 0.1
H -3.033385 6.914012 0.287924 -0.1 -0.1 -0.1
H -2.775751 5.813117 1.582190 -0.1 -0.2 0.0
H -2.286159 5.353585 -0.040677 0.0 0.0 0.0
H -5.269818 3.461568 -0.681939 -0.1 0.1 0.1
H -3.527526 3.459295 -0.562698 0.0 0.1 0.2
H -3.339478 5.078178 -2.390882 0.0 0.0 0.0
H -4.390347 3.772412 -2.890212 0.0 0.0 0.0
H -5.360671 5.991141 -3.481138 0.0 0.2 0.1
H -6.399550 5.058482 -2.426874 0.0 0.1 0.2
H -4.188976 8.473907 -1.008519 0.0 -0.1 0.0
H -4.352125 8.132021 -2.726661 -0.2 -0.1 0.0
H -3.300375 7.140474 -1.755790 0.0 0.0 0.1
H -7.618307 7.085866 -1.694018 0.1 0.0 0.2
H -6.614511 8.075542 -2.733653 0.2 -0.1 0.0
H -6.738488 8.463720 -1.017596 0.0 -0.1 0.0
H -4.918975 5.240338 2.432656 0.0 0.0 0.0
H -3.974255 3.844399 1.910863 0.2 0.1 -0.2
H -5.692239 3.904325 1.574141 -0.1 0.2 -0.1
C 3.568358 -3.334239 -7.779137 0.0 0.4 -0.1
C 3.230993 -4.106407 -6.474130 0.5 -0.2 -2.0
C 1.787143 -4.639606 -6.510722 -0.4 0.1 0.4
C 0.722047 -3.584893 -6.239461 0.0 0.0 0.0
C 1.033857 -2.848627 -4.942551 -0.1 -0.4 -0.1
C 2.438910 -2.235617 -4.946351 -0.5 2.1 -0.3
N 3.489307 -3.230573 -5.301119 -1.3 -2.0 1.7
O 3.690321 -3.993697 -4.258760 0.7 0.5 -0.2
C 2.455384 -1.048219 -5.930285 0.0 0.0 -0.4
C 2.708923 -1.597944 -3.577489 0.3 -0.5 0.3
C 4.154612 -5.334913 -6.500932 0.1 0.0 0.7
H 3.805338 -2.286590 -7.609367 -0.1 0.0 0.1
H 4.457640 -3.737767 -8.265700 -0.1 -0.2 0.1
H 2.752312 -3.378524 -8.503026 0.0 0.0 0.0
H 1.675413 -5.431338 -5.762403 0.2 0.1 0.1
H 1.594512 -5.111353 -7.477747 0.2 0.0 0.0
H 0.648192 -2.887798 -7.079310 0.0 0.0 0.0
H -0.255275 -4.067248 -6.157091 0.0 0.0 0.0
H 0.289606 -2.066210 -4.776143 0.2 0.1 0.0
H 0.933881 -3.545736 -4.104165 0.2 0.0 0.0
H 3.456661 -0.619491 -6.010166 0.0 -0.1 0.0
H 1.790539 -0.257988 -5.579270 0.0 -0.1 0.2
H 2.111749 -1.306190 -6.931402 0.1 0.0 0.0
H 2.601191 -2.309482 -2.759483 0.1 -0.1 -0.1
H 2.001246 -0.791002 -3.385236 -0.1 0.0 -0.2
H 3.713355 -1.172492 -3.533108 0.0 -0.1 0.0
H 5.202393 -5.039814 -6.415288 0.0 0.0 0.0
H 4.031544 -5.869089 -7.444322 -0.1 0.2 -0.1
H 3.933895 -6.042254 -5.701825 0.0 0.1 0.1
```
Positions in Å, forces in eV/Å.

As for the net charge: -1. The HOMO energy (alpha / beta) comes out at -3.20 / -3.20 eV. As for the orbital gap (alpha / beta): 0.188 / 0.167 Eh. As for the spin multiplicity: 4. For the total energy, the calculation gives -69387.4600 eV. Its expectation value of S² is 3.762.



2.
C6H12ClNS in the gas phase at a distorted geometry. Source: the OMol25 dataset; level of theory: ωB97M-V with the def2-TZVPD basis set.

Structure (XYZ):
```
21
Properties=species:S:1:pos:R:3:forces:R:3
C 2.349776 0.057369 -1.021801 0.2 0.2 -1.8
C 2.595938 -0.791377 0.179390 1.9 -2.0 1.5
C 0.255900 0.341443 0.056009 -2.1 -0.4 2.1
C -1.846091 0.370287 1.743045 1.8 -3.7 -2.4
C -2.266216 -0.013284 -0.711604 3.0 -2.3 -1.3
C -1.246538 -0.309918 0.467076 0.8 2.1 -2.3
N 0.895355 -0.005184 -1.099633 0.3 -0.8 -2.6
S 1.379004 -0.234661 1.391882 -0.1 0.6 -0.1
Cl 0.109164 2.223710 0.049806 -0.2 0.1 0.3
H 2.673545 1.123728 -0.993981 0.1 -0.6 0.5
H 2.719253 -0.356347 -2.024608 -0.2 0.3 1.6
H 2.320475 -1.871033 -0.057963 0.6 1.3 0.1
H 3.627655 -0.794777 0.730830 -1.7 0.2 -1.4
H -2.804159 -0.049297 1.651259 -1.9 0.6 0.6
H -1.597679 1.343271 1.547254 -0.4 2.8 0.6
H -1.342161 -0.151995 2.504253 0.6 0.2 1.7
H -2.669626 0.936148 -0.541302 -0.6 1.5 -0.2
H -3.048508 -0.763019 -0.766396 -0.2 -0.1 0.3
H -1.714184 -0.101339 -1.745055 -1.1 0.5 1.8
H -1.046802 -1.359120 0.655371 0.0 -0.2 -0.4
H 0.655901 0.405392 -2.013824 -0.9 -0.1 1.1
```
Positions in Å, forces in eV/Å.

The HOMO energy comes out at -8.79 eV. As for the orbital gap: 0.350 Eh. For the total energy, the calculation gives -31263.1362 eV. For the energy above the lowest of the compared OMol25 structures with the same formula, charge and spin, the calculation gives 19.9 kJ/mol. As for the SMILES: CC(C)[C@]1(Cl)NCCS1.



3.
C4H7NO3 in the gas phase at a distorted geometry. Source: the OMol25 dataset; level of theory: ωB97M-V with the def2-TZVPD basis set.

Structure (XYZ):
```
15
Properties=species:S:1:pos:R:3:forces:R:3
O -0.586670 2.023241 0.158820 -0.2 0.0 0.0
C 0.131559 1.056160 0.121289 0.4 0.0 0.2
N 1.507989 1.227220 0.265200 0.3 -0.5 0.2
C 2.466664 0.242343 0.495906 0.2 0.5 0.2
O 3.462145 0.489509 1.130825 -0.1 -0.2 -0.3
C -0.349375 -0.348186 -0.143706 -0.2 0.1 -1.0
C -1.870398 -0.431067 -0.243387 0.4 -0.4 0.2
O -2.251846 -1.547284 -1.013084 -0.4 -0.2 -1.0
H 1.818050 2.141865 0.565547 -0.2 0.1 0.0
H 2.285568 -0.731381 0.023445 -0.2 0.0 0.1
H 0.092600 -1.134590 0.462604 0.0 0.2 0.4
H 0.002409 -0.568948 -1.162674 0.0 0.0 0.1
H -2.359786 -0.459297 0.719405 0.0 0.1 0.5
H -2.212169 0.461841 -0.756317 -0.2 -0.1 -0.1
H -2.136733 -2.421424 -0.623866 0.2 0.5 0.5
```
Positions in Å, forces in eV/Å.

The HOMO energy comes out at -10.43 eV. As for the orbital gap: 0.403 Eh. For the total energy, the calculation gives -11894.1053 eV. For the energy above the lowest of the compared OMol25 structures with the same formula, charge and spin, the calculation gives 113.1 kJ/mol. As for the SMILES: O=CNC(=O)CCO.



4.
C10H21O2P in the gas phase at a distorted geometry. Source: the OMol25 dataset; level of theory: ωB97M-V with the def2-TZVPD basis set.

Structure (XYZ):
```
34
Properties=species:S:1:pos:R:3:forces:R:3
C 0.964812 -1.125787 3.072451 -4.0 3.8 -4.0
C 0.225098 -0.376433 2.269763 2.2 -3.9 4.4
C -0.931339 0.441074 1.505839 1.6 1.3 1.1
P -1.328045 -0.281130 -0.243783 -0.9 0.4 1.6
C -2.094507 -1.855740 0.549391 -1.0 -1.7 -0.3
C -1.519441 -3.245502 -0.078057 -0.5 -0.7 1.3
C 0.040854 -3.518107 0.247837 -0.1 0.0 -1.2
O -0.831935 1.253479 -0.888336 0.5 -1.5 -1.7
C -0.517210 1.193506 -2.303539 0.6 2.0 -0.4
C 0.877269 2.055103 -2.495804 -0.2 0.1 0.0
O 1.012083 2.939183 -1.336036 1.4 -1.6 -0.4
C 2.076899 2.481701 -0.447651 0.3 0.4 1.2
C 1.897282 3.047054 1.082382 0.6 -0.3 -0.4
H 1.567562 -1.794494 3.794082 -1.3 1.7 -1.8
H -0.522102 1.528943 1.390850 -0.7 -2.1 0.0
H -1.899429 0.562449 2.146863 1.8 -0.8 -1.0
H -0.272665 -1.009896 -0.884044 -0.5 0.4 0.1
H -2.613276 -0.077108 -0.904064 0.8 -0.1 0.1
H -3.236076 -1.850952 0.291449 1.9 0.1 0.5
H -2.043645 -1.868299 1.704130 0.2 -0.2 -1.8
H -1.766025 -3.364986 -1.212829 0.6 0.5 2.0
H -2.118237 -4.099080 0.451473 1.0 1.5 -1.0
H 0.375061 -3.188054 1.300103 -0.7 -0.3 -1.8
H 0.261422 -4.642509 0.129661 -0.3 1.7 0.2
H 0.649759 -2.974323 -0.588478 -0.7 -0.9 1.8
H -1.326977 1.787259 -2.898349 1.2 -1.4 1.0
H -0.354999 0.134616 -2.722931 -0.5 1.4 0.7
H 0.813823 2.754294 -3.429254 0.1 -1.5 1.6
H 1.796219 1.339960 -2.591091 -1.6 1.3 0.1
H 2.146916 1.335245 -0.348017 -0.3 1.7 -0.5
H 3.076198 2.890677 -0.845061 -1.4 -0.8 0.5
H 1.973066 2.156046 1.811231 -0.2 1.4 -1.1
H 2.803128 3.745506 1.311751 -1.9 -1.0 -0.3
H 0.887324 3.566525 1.255662 1.6 -0.7 -0.4
```
Positions in Å, forces in eV/Å.

The HOMO energy comes out at -9.05 eV. As for the orbital gap: 0.365 Eh. For the total energy, the calculation gives -24086.8493 eV. For the energy above the lowest of the compared OMol25 structures with the same formula, charge and spin, the calculation gives 806.7 kJ/mol. As for the SMILES: C#CC[PH2](CCC)OCCOCC.